Formula: C6H16AlNO4P
Source: OMol25
Level of theory: wB97M-V/def2-TZVPD

Geometry (Å):
1 O -3.09682 -0.49997 -2.58187
2 C -1.77979 -0.78192 -2.67947
3 O -1.00995 -1.04910 -1.44363
4 C 0.06061 -0.04111 -1.38341
5 C -0.24957 1.19736 -0.31313
6 Al 0.24964 2.93502 -1.36698
7 P -1.48183 3.16924 -2.96415
8 O -2.84139 3.48664 -2.22113
9 H -1.33070 -0.80925 -3.77191
10 H 1.05279 -0.56176 -0.98920
11 H 0.18870 0.37342 -2.49522
12 H -1.40195 1.23061 -0.09693
13 H 0.42436 1.12106 0.64695
14 H 1.58850 2.65123 -2.21813
15 H 0.39173 4.20287 -0.43039
16 H -1.10313 4.12612 -3.97433
17 H -1.59646 1.86977 -3.59876
18 C 2.50171 -2.14157 2.45643
19 C 1.55981 -0.97013 2.47078
20 O 1.94714 0.18129 2.28569
21 N 0.23679 -1.21104 2.69780
22 C -0.41510 -2.47669 2.93545
23 H 3.51921 -1.78874 2.26344
24 H 2.48936 -2.64455 3.42701
25 H 2.22169 -2.83818 1.66181
26 H -0.33065 -0.37124 2.69167
27 H -1.17164 -2.61849 2.15991
28 H -0.90624 -2.42653 3.91021
29 H 0.28319 -3.31436 2.92151

Computed properties:
Largest force on an atom: 8.80 eV Å⁻¹
Lowest unoccupied orbital energy: 2.720 eV
Electronic energy: -32046.144 eV
Total charge: -1
Orbital gap: 7.14 eV